Entry 1:
CHN3O | ωB97M-V/def2-TZVPD

Total charge: 0
Calculated total energy, hartree: -278.05497
ΔE to the lowest compared entry with this formula, charge and spin, kJ/mol: 531.8
SMILES: O=CN1N=N1
Orbital gap, eV: 9.784
Lowest unoccupied orbital energy, eV: -0.669

Last column: Mulliken charge in e.
Cartesian coordinates (Å):
O: -0.722 1.752 -0.235  -0.45
C: -0.084 0.734 -0.448  0.19
N: 0.235 -0.209 0.537  0.08
N: 0.374 -1.684 0.349  -0.06
N: -0.426 -1.253 1.161  -0.03
H: 0.622 0.660 -1.364  0.26



Entry 2:
CHN3O2 | ωB97M-V/def2-TZVPD

Total charge: 0
Calculated total energy, hartree: -353.39562
ΔE to the lowest compared entry with this formula, charge and spin, kJ/mol: 98.6
SMILES: O=c1[nH]nno1
Orbital gap, eV: 11.572
Lowest unoccupied orbital energy, eV: 0.586

Last column: Mulliken charge in e.
Cartesian coordinates (Å):
O: -1.173 -0.624 -1.493  -0.48
C: -0.424 -0.152 -0.709  0.43
N: -0.328 -0.284 0.660  0.11
N: 0.704 0.423 1.095  -0.25
N: 1.294 0.945 0.186  0.05
O: 0.697 0.665 -1.031  -0.14
H: -0.770 -0.971 1.291  0.28



Entry 3:
CHN3O2 | ωB97M-V/def2-TZVPD

Total charge: 0
Calculated total energy, hartree: -353.40001
ΔE to the lowest compared entry with this formula, charge and spin, kJ/mol: 87.0
SMILES: N#[N+][O-].N=C=O
Orbital gap, eV: 11.836
Lowest unoccupied orbital energy, eV: 0.625

Last column: Mulliken charge in e.
Cartesian coordinates (Å):
N: -2.131 -1.243 -3.194  -0.32
N: -1.039 -1.316 -3.030  0.81
O: 0.109 -1.432 -2.940  -0.49
N: -0.270 0.757 0.257  -0.52
C: 0.341 0.962 -0.763  0.62
O: 0.987 1.138 -1.711  -0.38
H: -0.036 1.280 1.132  0.29



Entry 4:
CHN3O2 | ωB97M-V/def2-TZVPD

Total charge: 0
Calculated total energy, hartree: -353.31092
ΔE to the lowest compared entry with this formula, charge and spin, kJ/mol: 320.9
SMILES: O=c1nn[nH]o1
Orbital gap, eV: 9.841
Lowest unoccupied orbital energy, eV: -0.991

Last column: Mulliken charge in e.
Cartesian coordinates (Å):
O: -0.651 2.117 -0.351  -0.53
C: -0.330 0.903 -0.197  0.57
N: -1.202 -0.102 0.449  -0.09
N: -0.641 -1.138 0.231  -0.11
N: 0.555 -1.030 -0.247  -0.01
O: 0.850 0.395 -0.497  -0.20
H: 1.419 -1.145 0.612  0.37



Entry 5:
CHN3O2P | ωB97M-V/def2-TZVPD

Total charge: -1
Calculated total energy, hartree: -694.80344
ΔE to the lowest compared entry with this formula, charge and spin, kJ/mol: 361.7
Orbital gap (spin up / spin down), eV: 5.799 / 5.798
Lowest unoccupied orbital energy (spin up / spin down), eV: 1.647 / 1.646

Last column: Mulliken charge in e.
Cartesian coordinates (Å):
C: 0.981 -2.433 -0.615  0.36
N: 1.429 -3.482 -0.921  -0.44
N: -0.100 -0.286 0.013  -0.15
N: 0.267 -1.326 -0.615  -0.18
O: -0.923 2.582 1.658  -0.54
O: -1.514 2.692 -0.735  -0.51
P: -0.470 2.332 0.252  0.19
H: 0.331 -0.080 0.963  0.28



Entry 6:
CHN3O2P | ωB97M-V/def2-TZVPD

Total charge: -1
Calculated total energy, hartree: -694.87610
ΔE to the lowest compared entry with this formula, charge and spin, kJ/mol: 170.9
SMILES: N#CN1N[P@@]1(=O)[O-]
Orbital gap, eV: 9.129
Lowest unoccupied orbital energy, eV: 4.133

Last column: Mulliken charge in e.
Cartesian coordinates (Å):
N: 2.114 2.393 -1.318  -0.55
C: 1.315 1.565 -1.340  0.43
N: 0.705 0.441 -1.162  -0.16
N: -0.546 0.328 -0.287  -0.55
P: -0.491 -0.840 -1.511  0.95
O: -0.016 -2.169 -1.256  -0.69
O: -1.463 -0.706 -2.593  -0.69
H: -0.287 0.314 0.774  0.25